Entry 1:
Below is a 4-piece molecular cluster, C38H61N4O2 overall at a distorted geometry, with properties calculated with ωB97M-V/def2-TZVPD.

Each line ends with the Mulliken charge.
Positions of all 105 atoms, in Å:
C  14.16954  -1.65136  -0.30280  -0.92
C  13.55213  -0.17121  -0.71605  -0.34
C  11.99194  -0.15338  -0.15803  -0.58
C  11.29038  1.32759  -0.39842  -0.55
C  9.91796  1.54788  0.47635  -0.52
C  8.56309  1.34886  -0.48163  -0.47
C  7.61366  2.69483  -0.24709  -0.62
C  6.07955  2.24051  -0.61577  -0.55
C  5.04080  3.03070  0.42755  -0.44
C  3.52622  2.59380  -0.03544  -0.63
C  2.42726  2.57628  1.21410  -0.46
C  0.95589  2.28884  0.50246  -0.45
C  -0.21387  1.84077  1.57364  -0.38
C  -1.65670  2.48232  1.08514  -0.95
C  -2.52581  1.42543  0.12340  0.92
O  -1.62605  1.06801  -0.98452  -0.65
C  -3.86783  2.24836  -0.33860  -1.28
C  -5.07146  1.32514  -0.95844  1.07
C  -6.44987  2.26984  -0.87666  -1.31
C  -4.82847  1.07854  -2.58188  -1.02
N  -5.39174  0.07015  -0.18294  0.78
O  -6.19961  0.32062  0.88561  -0.58
C  -4.16701  -0.70884  0.23478  0.48
C  -4.71057  -1.84652  1.33481  -1.03
C  -3.49782  -1.61550  -0.99500  -1.02
C  -3.02951  0.16399  1.04220  -0.88
H  13.42587  -2.45036  -0.72483  0.26
H  15.23897  -1.85805  -0.77562  0.30
H  14.22314  -1.68816  0.86902  0.25
H  14.17686  0.66332  -0.17820  0.26
H  13.58347  -0.02838  -1.88699  0.27
H  11.98057  -0.39306  1.00924  0.26
H  11.35650  -0.97130  -0.70988  0.22
H  11.04760  1.46098  -1.55481  0.23
H  12.05652  2.18217  -0.08861  0.29
H  9.89086  2.66693  0.82949  0.32
H  9.82761  0.83288  1.40773  0.27
H  8.86248  1.27690  -1.62704  0.23
H  7.99841  0.34781  -0.18367  0.27
H  7.66544  3.03528  0.87796  0.38
H  7.94576  3.55501  -0.96797  0.21
H  5.85775  2.57962  -1.73831  0.21
H  5.93236  1.07462  -0.49456  0.29
H  5.20667  2.70521  1.55538  0.31
H  5.15565  4.20430  0.32299  0.24
H  3.08576  3.28450  -0.90158  0.25
H  3.53381  1.49016  -0.48750  0.24
H  2.73520  1.69951  1.95870  0.27
H  2.42326  3.62965  1.76053  0.25
H  0.56451  3.22806  -0.07608  0.21
H  1.12275  1.41968  -0.26894  0.12
H  -0.24368  0.65080  1.58923  0.15
H  0.03388  2.17086  2.67404  0.39
H  -2.31105  2.63174  2.05220  0.37
H  -1.54992  3.48759  0.48169  0.32
H  -1.11573  0.23484  -0.71806  0.52
H  -3.56091  3.02422  -1.18664  0.30
H  -4.26437  2.90568  0.56950  0.26
H  -6.38458  3.13635  -1.67885  0.34
H  -6.52878  2.82787  0.17557  0.27
H  -7.42662  1.63939  -1.09276  0.32
H  -5.62548  0.33933  -3.06040  0.21
H  -3.72101  0.82541  -2.86228  0.03
H  -5.05603  2.13561  -3.08821  0.38
H  -4.91006  -1.39585  2.39634  0.18
H  -3.81968  -2.63284  1.43962  0.24
H  -5.61318  -2.45562  0.88548  0.40
H  -2.59938  -2.20461  -0.47602  0.30
H  -4.25509  -2.42913  -1.36062  0.26
H  -3.01727  -0.96665  -1.84146  0.16
H  -2.13961  -0.53075  1.35147  0.28
H  -3.50290  0.61821  2.03902  0.26
N  -1.69305  -2.02746  3.47707  -0.11
C  -1.05869  -3.14241  3.90113  -0.27
C  -1.22812  -3.69331  5.16127  -0.54
C  -2.09790  -3.06193  6.04408  -0.11
C  -2.76443  -1.91074  5.63714  -1.02
C  -2.53252  -1.43762  4.35562  0.20
H  -0.38822  -3.59652  3.17731  0.39
H  -0.69454  -4.59252  5.44758  0.37
H  -2.25533  -3.46363  7.04082  0.37
H  -3.44835  -1.39501  6.30162  0.39
H  -3.03168  -0.54463  3.98994  0.33
N  -3.86892  -1.40543  -4.90558  -0.29
C  -4.86778  -2.07355  -5.52302  -0.17
C  -5.29456  -1.80163  -6.81301  -0.50
C  -4.66259  -0.77978  -7.51368  -0.13
C  -3.63169  -0.07223  -6.90399  -0.65
C  -3.27314  -0.41998  -5.61154  -0.06
H  -5.33163  -2.85942  -4.93402  0.36
H  -6.10041  -2.37239  -7.26033  0.36
H  -4.97056  -0.53687  -8.52650  0.36
H  -3.11954  0.73000  -7.42302  0.36
H  -2.47202  0.10020  -5.09391  0.38
N  -8.89923  -4.15988  3.17470  -0.57
C  -8.06581  -3.13595  2.88778  -0.32
C  -8.22090  -2.29941  1.79403  -0.16
C  -9.29339  -2.52702  0.93819  -0.40
C  -10.16801  -3.57507  1.20606  -0.36
C  -9.93231  -4.35514  2.32671  -0.24
H  -7.24256  -3.00105  3.58328  0.41
H  -7.52221  -1.49038  1.61360  0.53
H  -9.44666  -1.89293  0.06981  0.41
H  -11.01300  -3.77892  0.55822  0.36
H  -10.58872  -5.18278  2.58054  0.35

Cartesian forces, eV/Å:
C -0.1 0.6 -0.5
C -0.4 -1.0 0.6
C 0.2 0.9 -0.1
C 0.3 -0.1 0.4
C -0.4 0.1 -1.2
C 0.5 0.7 0.6
C -0.6 -1.8 -0.6
C 0.0 1.5 0.7
C -0.8 -0.7 -1.3
C -0.7 -0.2 0.4
C 0.0 0.0 -1.3
C 0.3 -0.4 0.9
C 0.1 0.0 -0.8
C -0.7 -1.2 0.5
C 0.1 1.2 2.1
O -0.6 -1.5 1.3
C 0.6 0.1 -0.7
C -1.6 2.3 -1.5
C 0.1 0.6 0.1
C -0.4 0.9 -0.2
N 0.8 1.8 2.8
O 1.7 -0.7 -2.7
C 0.6 -3.0 1.4
C 1.2 -0.7 -0.7
C 0.7 0.2 1.1
C -0.4 0.7 -0.7
H 1.5 1.3 1.0
H -2.3 0.5 1.1
H -0.1 -0.2 -2.3
H -1.3 -1.5 -1.2
H -0.1 -0.2 2.4
H 0.1 0.5 -2.5
H 1.3 1.5 1.1
H 0.6 -0.2 2.5
H -1.5 -1.9 -0.7
H 0.1 -2.2 -0.5
H 0.4 1.5 -1.8
H -0.6 0.1 2.4
H 1.1 2.3 -0.6
H 0.0 -0.7 -2.3
H -0.5 -1.6 1.6
H 0.2 -0.9 2.5
H 0.3 2.5 -0.3
H -0.2 0.6 -2.4
H -0.1 -2.5 0.3
H 1.1 -1.3 1.9
H 0.1 2.3 1.0
H -0.8 2.0 -1.5
H 0.0 -2.3 -1.0
H 1.0 -1.7 1.1
H -0.4 1.7 1.4
H -0.2 2.5 0.1
H -0.4 -0.4 -2.2
H 1.2 0.1 -1.9
H 0.0 -1.9 1.4
H -1.2 1.8 -0.4
H -0.6 -1.7 1.7
H 0.9 -1.7 -1.8
H 0.0 -1.9 1.5
H 0.1 -1.6 -2.3
H 2.1 1.3 0.6
H 1.9 1.3 1.2
H -2.3 0.2 0.7
H 0.6 -2.3 1.1
H 0.1 -0.9 -2.2
H -1.9 1.7 -0.1
H 1.7 1.5 1.1
H -1.9 1.2 -1.1
H 1.4 1.8 0.5
H -1.3 -1.4 1.5
H -1.7 1.2 -0.6
H 0.9 -1.0 -2.3
N -0.1 -0.4 0.9
C -0.4 0.7 -0.4
C -0.2 0.2 0.1
C 0.0 0.0 0.0
C 0.1 -0.2 0.0
C 0.5 -0.3 -0.7
H 0.0 0.0 0.1
H 0.0 0.1 0.0
H 0.0 0.0 -0.1
H 0.1 0.0 -0.1
H 0.0 -0.1 0.1
N -0.3 0.2 -1.0
C 0.7 0.4 0.5
C 0.1 0.2 -0.1
C 0.0 0.0 0.0
C -0.2 -0.2 -0.1
C -0.3 -0.7 0.6
H 0.0 0.0 -0.1
H 0.1 0.0 0.1
H 0.0 0.0 0.1
H 0.0 -0.1 0.1
H 0.0 0.0 -0.1
N -0.1 0.6 -0.8
C -0.6 -0.8 0.2
C -0.2 0.0 -0.2
C 0.0 0.0 0.0
C 0.2 0.2 0.0
C 0.7 0.0 0.6
H 0.0 0.0 -0.1
H -0.1 0.0 0.0
H 0.0 -0.1 0.1
H 0.1 0.0 0.1
H 0.0 0.1 -0.1

Computed properties:
Kohn-Sham gap (alpha / beta): 9.43 / 9.17 eV
Multiplicity: 2
Highest occupied orbital energy (alpha / beta): -8.8 / -9.4 eV

***

Entry 2:
Below is a 6-piece molecular cluster, C38H62BrF3N8O8S overall at a distorted geometry, with properties calculated with ωB97M-V/def2-TZVPD.

Each line ends with the Mulliken charge.
Positions of all 121 atoms, in Å:
C  -4.01021  -2.66776  3.37317  -0.59
C  -5.03181  -3.12003  2.67379  0.22
C  -6.41912  -3.70970  2.11479  -0.52
C  -6.46762  -3.67177  0.50319  -0.76
C  -5.36187  -4.65830  -0.19591  -0.04
C  -3.92783  -3.94597  -0.40788  0.09
N  -3.84191  -2.50832  -0.37646  -0.15
C  -2.49364  -2.00228  -0.57817  -0.16
C  -2.32547  -0.40379  -0.56522  0.91
C  -3.53372  0.63763  -0.36820  -1.07
O  -4.56674  0.21284  0.57318  -0.19
C  -4.49567  0.92198  1.80665  0.79
F  -5.43942  0.27614  2.70239  -0.24
F  -4.92229  2.29211  1.70483  -0.25
F  -3.18971  0.78753  2.43648  -0.24
C  -0.88553  0.22116  -0.80051  -0.41
Br  -0.53549  2.19721  -0.83095  -0.19
C  0.39827  -0.71762  -1.05955  0.04
C  1.89491  -0.19092  -1.35160  -0.28
C  2.96058  -0.52637  -0.16132  -0.01
O  4.15828  -1.06216  -0.86217  -0.20
C  4.89132  -1.95340  -0.00599  0.46
C  5.78799  -1.53028  1.25894  -0.72
O  4.84712  -3.20596  -0.29489  -0.55
C  0.15253  -2.26647  -1.06025  0.04
S  1.62598  -3.39141  -1.38681  -0.14
C  -1.27902  -2.96605  -0.80064  0.37
N  -1.28332  -4.42104  -0.80066  -0.17
C  -2.64832  -4.84797  -0.59980  -0.07
C  -2.89682  -6.46531  -0.60820  -0.24
C  -3.40348  -6.84334  -2.09781  -0.52
C  -3.75025  -8.43568  -2.19382  -0.77
C  -5.04245  -8.68616  -1.23634  -0.07
N  -4.65479  -9.22099  0.11344  -0.71
H  -3.22199  -2.30300  4.13486  0.31
H  -6.58428  -4.75194  2.57355  0.26
H  -7.30380  -3.05090  2.49493  0.36
H  -7.51644  -4.07678  0.18345  0.36
H  -6.40293  -2.60054  0.07559  0.29
H  -5.72662  -5.00356  -1.24354  0.32
H  -5.31121  -5.58839  0.50717  -0.15
H  -3.20949  1.69986  -0.06208  0.39
H  -4.06005  0.75828  -1.40398  0.29
H  2.25452  -0.74563  -2.31511  0.27
H  1.98106  0.93619  -1.58045  0.03
H  2.46726  -1.32768  0.51205  0.60
H  3.28781  0.41994  0.43197  -0.17
H  6.17364  -0.44549  1.22101  0.22
H  5.26828  -1.72179  2.26476  0.21
H  6.73751  -2.20841  1.24093  0.31
H  1.15077  -4.55717  -1.99389  0.16
H  -1.87916  -7.01064  -0.42939  0.45
H  -3.59001  -6.80930  0.23944  -0.27
H  -4.30717  -6.19917  -2.40315  0.24
H  -2.51995  -6.66684  -2.82076  0.32
H  -4.03081  -8.63752  -3.30818  0.32
H  -2.83959  -9.10130  -1.91165  0.34
H  -5.57512  -7.65401  -1.10965  -0.02
H  -5.79029  -9.36254  -1.80451  0.28
H  -3.63502  -9.38834  0.07911  0.30
H  -4.87862  -8.47748  0.79439  0.34
C  5.71688  1.33039  -4.40646  -1.03
N  4.92978  1.47449  -3.20127  -0.10
C  4.21202  2.55563  -2.79307  0.91
C  4.20698  3.77623  -3.67246  -1.30
O  3.59464  2.51194  -1.73369  -0.44
H  5.31786  0.48794  -4.97487  0.31
H  6.74665  1.11226  -4.11659  0.32
H  5.69619  2.22665  -5.02394  0.39
H  4.88538  0.69299  -2.55900  0.12
H  3.59282  4.55242  -3.21385  -0.01
H  5.22328  4.16091  -3.78437  0.42
H  3.78356  3.53147  -4.64971  0.41
C  -0.69476  -7.08834  4.65872  -0.95
N  -1.99445  -6.71692  4.14250  -0.20
C  -2.28107  -5.82946  3.14895  0.55
C  -1.13376  -5.12525  2.47797  -0.77
O  -3.44673  -5.62712  2.82925  -0.52
H  -0.56999  -8.16482  4.52484  0.29
H  -0.67201  -6.85425  5.72500  0.29
H  0.11559  -6.56418  4.15521  0.37
H  -2.81359  -7.15017  4.54599  0.27
H  -1.51851  -4.45251  1.71153  -0.33
H  -0.57811  -4.53393  3.20991  0.59
H  -0.47489  -5.85406  1.99964  0.42
C  0.34239  5.13012  -0.26088  -1.14
N  1.72507  5.14638  -0.69076  0.21
C  2.59906  6.18969  -0.66107  1.01
C  2.10910  7.50679  -0.12278  -1.67
O  3.74725  6.03796  -1.06639  -0.64
H  0.23888  4.37426  0.51956  0.26
H  -0.27629  4.85132  -1.11644  0.26
H  0.01626  6.09526  0.12337  0.45
H  2.12438  4.29302  -1.06508  0.14
H  2.91618  8.23965  -0.16267  0.38
H  1.27855  7.87359  -0.73050  0.42
H  1.79681  7.39290  0.91778  0.36
C  4.91762  4.42660  3.13070  -0.84
N  4.82378  3.12351  2.50881  -0.09
C  4.18811  2.01505  2.97579  0.77
C  3.48098  2.11009  4.30041  -1.46
O  4.20443  0.97934  2.31815  -0.60
H  4.48351  5.16092  2.44920  0.20
H  5.97418  4.65696  3.28097  0.32
H  4.39820  4.46740  4.08651  0.35
H  5.27513  2.98411  1.61482  0.20
H  3.02313  1.14897  4.53790  0.28
H  4.19541  2.35733  5.08915  0.40
H  2.69348  2.86572  4.25079  0.41
C  1.85639  10.85395  -3.75803  -0.91
N  1.68012  10.53618  -2.35740  -0.08
C  0.86255  11.14616  -1.45439  0.92
C  0.01984  12.29874  -1.92936  -1.33
O  0.83090  10.75087  -0.29503  -0.64
H  1.59895  9.96877  -4.34312  0.29
H  2.90757  11.09929  -3.92199  0.29
H  1.23545  11.69035  -4.07390  0.35
H  2.21462  9.77214  -1.96712  0.13
H  -0.57622  12.67952  -1.09911  0.29
H  0.66024  13.10533  -2.29408  0.36
H  -0.65858  11.96612  -2.71856  0.35

Cartesian forces, eV/Å:
C -5.6 -2.3 -3.0
C 4.1 2.1 4.3
C 0.9 1.3 0.0
C -0.5 -0.8 -0.6
C -0.1 0.8 0.4
C 2.1 1.9 0.3
N 3.2 -4.1 -0.8
C 0.3 0.1 -0.1
C 3.8 0.1 -0.3
C 0.3 0.2 -1.5
O 0.9 2.1 2.6
C -1.2 -1.9 0.9
F 2.7 2.1 -2.6
F 1.8 -3.5 0.4
F -3.6 1.1 -1.8
C -1.2 -4.3 0.1
Br -0.7 -2.5 0.1
C -2.3 -2.3 0.3
C -0.1 -0.1 -0.3
C -1.0 0.6 -0.3
O 0.6 -1.0 2.6
C -0.2 -4.8 -0.9
C 0.9 0.3 -0.4
O 0.3 5.9 1.2
C -1.9 1.8 0.1
S -1.1 0.8 0.1
C 1.4 2.1 -0.2
N -6.2 3.2 0.7
C 0.8 0.0 0.1
C 0.9 1.0 -0.6
C 1.0 -1.2 0.3
C -1.0 1.2 -0.3
C 0.0 0.4 -1.2
N -0.1 0.8 -0.9
H -1.7 -0.8 -2.1
H 0.5 1.5 -1.0
H 1.8 -1.0 -0.5
H 1.8 0.6 0.6
H 0.1 -1.7 1.0
H 0.5 0.6 1.8
H 0.4 1.7 -1.4
H 0.1 -1.9 -0.6
H 0.8 -0.3 1.9
H -0.6 0.8 1.8
H -0.6 -1.9 0.5
H 1.1 1.2 -0.9
H -0.8 -1.8 -1.0
H -1.0 -1.6 0.0
H 0.5 0.4 -1.8
H -1.9 1.0 -0.2
H -0.4 1.3 0.7
H -1.7 1.2 -0.3
H 0.9 0.8 -1.4
H 1.4 -1.1 0.4
H -1.5 0.1 1.1
H 0.5 0.2 2.0
H -1.6 1.2 -0.4
H 0.9 -1.8 -0.3
H 1.2 0.8 1.2
H -0.9 0.3 0.5
H 0.6 -0.8 -0.3
C 0.0 -0.4 0.3
N -0.4 0.6 0.2
C 0.1 -0.4 0.2
C -0.2 0.2 0.0
O -0.2 0.2 0.0
H 0.2 0.1 -0.2
H 0.1 0.0 -0.3
H -0.1 -0.1 0.2
H 0.0 0.0 0.0
H 0.2 -0.2 0.1
H -0.1 0.0 -0.1
H 0.2 0.0 0.0
C -0.4 -0.2 0.2
N 0.0 0.3 -0.3
C -0.7 -0.1 0.0
C 0.0 0.1 0.0
O 0.3 -0.4 -0.2
H 0.3 0.0 0.1
H 0.3 -0.1 0.0
H -0.2 0.0 0.0
H 0.1 0.1 0.0
H 0.0 -0.2 0.3
H 0.1 -0.1 -0.1
H 0.1 0.1 0.1
C 0.4 -0.2 -0.1
N 0.3 0.5 0.0
C 0.3 -0.5 -0.2
C 0.1 0.1 0.0
O -0.1 0.2 0.0
H -0.3 0.2 0.1
H -0.3 0.2 0.1
H 0.1 -0.1 -0.1
H 0.1 -0.1 0.1
H 0.0 -0.2 0.0
H -0.1 0.0 0.3
H -0.2 0.2 -0.1
C 0.2 0.0 -0.4
N -0.3 -0.5 0.3
C 0.3 -0.1 -0.6
C -0.1 -0.1 0.1
O 0.0 0.1 0.3
H 0.0 0.2 0.2
H -0.1 0.2 0.2
H 0.0 -0.1 -0.1
H -0.1 0.1 0.1
H 0.1 0.1 -0.2
H -0.2 0.1 0.0
H 0.1 0.0 0.2
C 0.3 -0.4 0.2
N -0.4 0.3 0.2
C 0.2 -0.4 0.6
C -0.1 0.1 0.0
O -0.1 0.1 -0.3
H 0.0 0.2 -0.3
H -0.1 0.1 -0.3
H 0.0 -0.1 0.1
H 0.0 0.1 -0.1
H 0.2 -0.2 0.0
H -0.1 0.0 -0.1
H 0.1 0.2 -0.1

Computed properties:
Kohn-Sham gap: 7.11 eV
Multiplicity: 1
SMILES string: C#CCCCc1nc2c(COC(F)(F)F)c(Br)c(CCOC(C)=O)c(S)c2nc1CCCCN.CNC(C)=O.CNC(C)=O.CNC(C)=O.CNC(C)=O.CNC(C)=O
Highest occupied orbital energy: -7.9 eV

***

no.,energy (Eh)
1,-1853.58492
2,-5796.52789